1.
This record from OMol25 describes a molecular structure, C24H36BF4K2O18 in a non-equilibrium geometry. The level of theory is the ωB97M-V functional and the def2-TZVPD basis.

XYZ file:
```
85
Properties=species:S:1:pos:R:3:forces:R:3:mulliken_charge:R:1
K -4.4761 -2.1623 0.0308 0.1 0.3 0.1 0.97
K -0.9643 -4.3540 -1.7679 0.2 0.3 0.1 0.99
B -1.3949 -1.6747 0.0707 0.6 2.3 0.5 0.03
F -2.0604 -1.3756 -1.0986 -0.8 0.1 -1.7 -0.24
F -0.0438 -1.8231 -0.1412 0.8 0.3 -0.3 -0.19
F -1.7488 -0.6508 0.9780 0.3 -0.6 -0.1 -0.19
F -1.8560 -2.8830 0.4607 -1.4 -2.7 1.1 -0.33
C 2.8930 -1.1104 -1.6526 1.1 0.0 0.1 -0.95
C 3.8290 -2.1248 -2.3725 -2.3 0.9 0.3 0.25
C 3.4214 -2.3060 -3.8821 0.0 -0.9 1.3 -0.22
O 4.6490 -2.0578 -4.4929 -1.8 -0.1 -2.6 -0.34
C 5.5891 -1.6996 -3.6698 3.0 -1.5 0.3 0.61
O 6.7350 -1.7046 -4.0072 -0.3 1.1 0.5 -0.53
O 5.1429 -1.6513 -2.4031 0.2 0.9 0.1 -0.39
H 3.1938 -0.9895 -0.6119 -0.2 -0.4 0.2 0.23
H 1.8303 -1.3379 -1.7373 0.1 -0.2 0.1 0.10
H 3.0642 -0.1008 -2.0259 -0.1 -0.1 -0.6 0.45
H 3.9006 -3.0682 -1.8311 -0.5 -0.2 -0.1 0.37
H 2.5954 -1.7414 -4.3146 0.3 0.9 0.4 0.17
H 3.0846 -3.3276 -4.0582 0.5 -0.4 -0.1 0.24
C -0.7641 2.0164 2.2160 0.5 -2.2 1.3 -0.82
C 0.4129 2.2421 1.3044 -1.2 1.2 1.5 0.63
C 0.4298 1.8090 -0.1232 -1.0 -1.3 1.0 1.98
O 1.0499 2.9003 -0.7416 0.5 -0.9 -1.4 -0.45
C 0.8602 3.9848 0.0078 2.4 3.6 0.6 0.29
O 1.3023 5.0897 -0.2715 -1.7 -2.5 0.4 -0.58
O 0.3282 3.6294 1.2012 0.2 2.9 -1.6 -0.43
H -1.7076 2.4815 1.9303 0.3 -0.1 -0.4 0.21
H -0.4990 2.3766 3.2100 0.0 0.4 -0.1 0.49
H -0.8683 0.9446 2.3847 -0.5 -0.1 -0.1 -0.28
H 1.3900 2.1398 1.7763 0.0 -1.1 0.2 0.45
H -0.5626 1.6541 -0.5466 -0.1 0.1 0.0 -0.74
H 0.9166 0.8353 -0.0690 0.7 0.2 -1.2 -0.73
C -0.3270 -0.8292 5.6172 0.1 0.2 -0.1 -1.28
C -1.3439 -1.8500 5.1706 0.5 0.2 0.5 0.37
C -1.4239 -2.2008 3.6917 -0.1 0.3 1.4 0.92
O -1.4954 -3.6332 3.7764 -1.0 1.3 -5.0 -0.37
C -1.1673 -4.0853 4.9052 0.4 -4.6 5.5 0.58
O -1.1702 -5.2880 5.2314 0.3 3.6 -1.3 -0.64
O -0.9219 -3.0814 5.7837 -0.1 -0.5 -0.4 -0.35
H -0.3156 0.1288 5.0973 -0.6 0.0 0.0 0.21
H 0.6703 -1.2264 5.4285 0.0 -0.2 0.3 0.30
H -0.4771 -0.6868 6.6874 0.3 0.2 -0.1 0.42
H -2.3597 -1.6595 5.5167 0.0 0.2 0.3 0.34
H -0.5486 -1.8344 3.1554 -0.2 -0.5 -0.3 -0.73
H -2.3622 -1.7713 3.3409 0.3 -0.4 -0.6 0.21
C 1.8413 -3.3469 2.1117 0.6 -0.7 0.7 -1.27
C 2.5866 -2.0192 2.3196 -0.5 -1.1 -1.3 0.78
C 1.7722 -0.7622 2.2204 -0.5 0.2 -1.7 1.82
O 2.0036 -0.0528 3.4025 0.4 0.4 1.0 -0.41
C 2.9401 -0.7118 4.1659 1.1 1.4 3.5 0.48
O 3.4317 -0.2924 5.2458 -2.3 -1.9 -5.0 -0.58
O 3.1672 -1.9046 3.5779 1.2 -0.3 1.7 -0.36
H 1.1933 -3.6617 2.9297 -0.2 0.4 0.1 0.30
H 2.5887 -4.1394 2.0723 0.2 0.0 0.0 0.52
H 1.3032 -3.4369 1.1681 0.0 0.6 0.0 0.11
H 3.3654 -2.0538 1.5579 0.3 0.4 0.1 0.02
H 0.7285 -0.9770 1.9909 -0.2 0.2 0.7 -1.41
H 2.0876 -0.1869 1.3500 0.3 0.3 0.1 0.00
C 0.0357 0.3480 -3.1289 -1.9 0.9 -1.4 -0.44
C -1.1957 0.9033 -3.9688 0.9 0.8 -0.9 0.67
C -0.8643 1.7313 -5.2904 1.2 -0.1 1.9 -0.38
O -1.5963 1.1081 -6.3179 -0.2 0.9 0.0 -0.32
C -2.2150 0.0388 -5.8482 -0.8 -1.7 -2.4 0.56
O -2.8966 -0.6806 -6.5597 0.9 1.0 1.9 -0.61
O -1.8644 -0.1915 -4.5825 -0.8 -1.4 1.0 -0.33
H 0.7191 1.1562 -2.8685 0.0 -0.1 -0.1 0.40
H 0.4812 -0.3606 -3.8271 0.4 -0.1 0.4 0.33
H -0.3596 -0.1145 -2.2245 0.2 -0.2 -0.2 -0.43
H -1.9260 1.4597 -3.3813 0.2 -0.1 0.3 -0.06
H 0.2019 1.5993 -5.4744 0.1 0.3 -0.3 0.28
H -1.1046 2.7879 -5.1714 -0.1 -0.1 -0.2 0.31
C -3.6363 2.1378 -0.3466 -1.4 0.2 -0.8 -1.07
C -3.7770 3.4729 -1.1626 0.5 0.1 2.9 0.19
C -3.4231 4.8016 -0.4273 -0.5 -1.0 1.2 -0.48
O -2.5639 5.4726 -1.2960 0.6 0.0 -1.2 -0.33
C -2.1739 4.6459 -2.2879 1.8 0.8 -2.6 0.62
O -1.3836 4.9235 -3.1947 -2.6 -1.2 3.1 -0.54
O -2.8245 3.4281 -2.1658 0.9 0.7 -1.6 -0.14
H -4.0620 1.3595 -0.9799 0.0 -0.2 -0.4 0.36
H -4.2953 2.0989 0.5208 0.2 0.4 0.3 0.56
H -2.6497 1.7492 -0.0942 0.1 0.8 0.0 0.01
H -4.7977 3.7233 -1.4515 -0.1 -1.1 -0.9 0.29
H -2.9105 4.6653 0.5249 0.0 -0.1 0.1 0.22
H -4.3571 5.3387 -0.2626 0.3 0.4 0.0 0.35
```
Forces are in eV/Å.

Calculated values
Kohn-Sham gap: 0.295 hartree
E_HOMO: -12.709 eV
net charge: +1
E: -3914.6982 a.u.

---

2.
This record from OMol25 describes a molecular structure, C24H36CaGeNO4S in a non-equilibrium geometry. The level of theory is the ωB97M-V functional and the def2-TZVPD basis.

XYZ file:
```
68
Properties=species:S:1:pos:R:3:forces:R:3:mulliken_charge:R:1
Ca -0.0396 0.6142 0.9779 -1.2 -0.9 0.3 2.01
C -0.6859 -1.1386 4.3535 0.0 0.0 0.1 -1.62
C -1.4861 -0.6970 3.1639 0.0 0.1 0.0 0.88
C -1.7143 -1.5432 2.0773 0.1 -0.1 0.1 -0.49
C -2.4655 -1.1259 0.9813 0.0 0.0 -0.1 -0.36
C -3.0012 0.1565 0.9480 0.0 0.0 -0.1 -0.31
C -2.7844 1.0117 2.0282 0.0 0.1 0.0 -0.52
C -2.0330 0.5910 3.1171 0.1 0.0 0.1 -0.41
H -1.3527 -1.3753 5.1844 0.0 0.0 0.0 0.35
H -0.0113 -0.3502 4.6883 0.0 0.0 0.0 0.34
H -0.0997 -2.0304 4.1365 0.0 0.0 0.0 0.39
H -1.2995 -2.5446 2.0907 0.0 0.0 0.0 0.36
H -2.6348 -1.8107 0.1606 0.0 0.0 0.0 0.38
H -3.5965 0.4809 0.1039 0.0 0.0 0.0 0.44
H -3.2034 2.0101 2.0231 0.0 0.0 0.0 0.43
H -1.8439 1.2735 3.9359 0.0 0.0 0.0 0.34
C -0.3349 8.4445 2.6977 0.0 0.1 0.0 -1.42
C 0.1260 7.0413 2.4337 0.0 -0.1 0.0 0.83
C -0.7885 6.0319 2.1307 0.0 0.0 0.0 -0.96
C -0.3660 4.7347 1.9069 -0.1 0.0 0.0 -0.15
C 0.9855 4.4322 1.9825 0.0 0.0 -0.1 0.01
C 1.9150 5.4174 2.2777 0.0 0.0 0.0 -0.48
C 1.4762 6.7129 2.5016 0.0 0.0 0.0 -0.71
S 1.5546 2.7925 1.6863 0.3 0.3 0.3 1.92
O 0.6948 1.9297 2.5639 0.2 0.4 0.0 -0.91
O 2.9618 2.7511 1.9670 0.0 -0.1 0.0 -0.75
N 1.1634 2.3450 0.2212 0.1 -0.3 0.0 -0.98
C 2.2194 1.9432 -0.6920 0.1 0.2 -0.2 -0.56
C 2.0298 0.5665 -1.3262 -0.2 -0.1 0.3 0.62
O 2.4614 0.2661 -2.3984 0.1 0.0 -0.1 -0.54
O 1.3018 -0.3559 -0.5941 0.2 0.7 -0.2 -0.89
H -1.3601 8.5956 2.3641 0.0 0.0 0.0 0.36
H 0.3005 9.1684 2.1883 0.0 0.0 0.0 0.37
H -0.2946 8.6673 3.7652 0.0 0.0 0.0 0.31
H -1.8425 6.2713 2.0687 0.0 0.0 0.0 0.34
H -1.0942 3.9666 1.6737 0.0 0.0 0.0 0.26
H 2.9651 5.1706 2.3364 0.0 0.0 0.0 0.49
H 2.2020 7.4822 2.7337 0.0 0.0 0.0 0.40
H 3.1997 1.9318 -0.2015 0.0 0.0 0.0 0.41
H 2.2937 2.6238 -1.5425 0.0 0.0 0.0 0.36
C 1.2058 -6.6478 -2.1073 0.0 -0.1 0.0 -1.44
C 1.4755 -5.2738 -1.5109 0.0 0.0 0.1 0.04
C 2.1698 -4.3457 -2.4989 0.0 0.0 0.0 -0.58
C 2.4294 -2.9329 -1.9628 0.0 -0.1 0.1 -0.99
Ge 0.8157 -1.9284 -1.5420 0.1 -0.2 -0.4 0.46
C -0.3072 -1.2871 -3.0106 -0.1 0.1 0.0 -0.72
C -0.7201 -2.3841 -3.9998 0.1 0.0 0.0 -1.04
C -1.5819 -3.4888 -3.3958 0.0 -0.1 0.0 0.55
C -2.9812 -3.0228 -3.0178 -0.1 0.0 0.0 -1.34
H 0.7243 -7.3106 -1.3889 0.0 0.0 0.0 0.39
H 2.1328 -7.1252 -2.4281 0.0 0.0 0.0 0.35
H 0.5554 -6.5755 -2.9814 0.0 0.0 0.0 0.30
H 2.1021 -5.3709 -0.6186 0.0 0.0 0.0 0.39
H 0.5316 -4.8395 -1.1595 0.0 0.0 -0.1 0.01
H 1.6031 -4.3005 -3.4336 -0.1 0.0 0.0 0.13
H 3.1318 -4.7906 -2.7689 0.0 0.0 0.0 0.51
H 3.0001 -2.3418 -2.6783 -0.1 0.1 0.0 0.51
H 3.0322 -2.9902 -1.0516 0.0 0.0 0.0 0.49
H -0.0106 -2.5191 -0.3753 0.0 0.1 0.0 -0.40
H 0.2428 -0.5040 -3.5355 0.1 -0.1 0.1 0.54
H -1.1918 -0.8101 -2.5747 0.0 0.0 0.0 0.45
H 0.1780 -2.8193 -4.4436 0.0 0.0 0.0 0.26
H -1.2631 -1.9240 -4.8301 0.0 0.0 0.0 0.51
H -1.0850 -3.9232 -2.5179 0.0 0.0 0.0 -0.25
H -1.6598 -4.3086 -4.1132 0.0 0.0 0.0 0.40
H -2.9575 -2.1861 -2.3159 0.0 0.0 0.0 0.13
H -3.5619 -3.8210 -2.5561 0.0 0.0 0.0 0.42
H -3.5284 -2.6809 -3.8978 0.0 0.0 0.0 0.37
```
Forces are in eV/Å.

Calculated values
Kohn-Sham gap: 0.322 hartree
E_HOMO: -11.573 eV
net charge: +1
ΔE to the lowest compared entry with this formula, charge and spin: 0.0 kcal/mol
E: -4444.4700 a.u.

---

3.
This record from OMol25 describes a molecular structure, C24H36Cl2N5O5PS2SbTi. The level of theory is the ωB97M-V functional and the def2-TZVPD basis.

XYZ file:
```
77
Properties=species:S:1:pos:R:3:forces:R:3:lowdin_spin:R:1
Ti -0.2764 -0.9744 -0.1921 -0.1 -0.4 0.0 0.97
N 2.5041 -0.5336 1.8898 0.0 0.2 0.1 0.00
N 1.8594 -0.8197 3.1348 -0.1 0.1 0.0 0.00
C 0.3907 -0.7611 3.0287 0.2 -0.1 0.0 0.00
O -0.1951 -0.8385 4.0848 -0.1 0.1 0.0 0.00
O -0.0314 -0.6107 1.8488 -0.1 0.0 -0.1 0.03
H 1.7766 -0.2967 1.1853 0.0 0.1 0.0 0.00
H 3.1503 0.2505 1.9457 0.0 0.0 0.0 0.00
H 2.1459 -0.1564 3.8441 0.1 -0.1 0.0 0.00
S -0.8492 -1.7768 -2.6189 0.1 0.1 0.0 0.00
C -2.6022 -2.0859 -2.5136 0.0 0.0 0.0 0.00
C -3.3092 -2.2029 -3.7057 0.0 0.0 0.0 0.00
C -4.6686 -2.4616 -3.6974 0.0 0.0 0.0 0.00
C -5.3156 -2.6014 -2.4746 0.0 0.0 0.0 0.00
C -4.6153 -2.4745 -1.2899 0.0 0.0 0.0 0.00
C -3.2382 -2.2037 -1.2698 0.0 0.0 0.0 0.00
S -2.4372 -2.0456 0.2796 0.1 0.0 0.1 0.01
H -2.7769 -2.0832 -4.6412 0.0 0.0 0.0 0.00
H -5.2149 -2.5466 -4.6277 0.0 0.0 0.0 0.00
H -6.3797 -2.8042 -2.4444 0.0 0.0 0.0 0.00
H -5.1273 -2.5732 -0.3412 0.0 0.0 0.0 0.00
Cl -2.3551 2.8803 -2.3029 0.0 0.0 0.0 0.01
C -0.6935 2.4077 -2.4902 0.0 0.0 0.1 0.03
C 0.0891 3.0163 -3.4608 0.0 0.0 0.0 0.04
C 1.3994 2.6142 -3.6201 0.0 0.0 0.0 0.05
Cl 2.3542 3.3884 -4.8689 0.0 0.0 0.0 0.00
C 1.9862 1.6107 -2.8355 0.2 -0.1 0.2 0.03
C 3.3230 1.1273 -2.9574 0.0 0.0 0.0 0.27
C 3.7173 0.0781 -2.1188 0.0 0.0 0.0 0.05
C 2.8536 -0.4559 -1.1933 0.0 0.0 0.0 0.17
N 1.5777 0.0077 -0.9997 0.0 -0.1 0.0 0.20
C 1.1712 1.0261 -1.8358 -0.2 0.2 -0.1 0.04
C -0.1739 1.4104 -1.6711 0.0 0.1 0.0 0.04
O -0.8834 0.7538 -0.7545 0.0 -0.2 -0.1 -0.01
H -0.3302 3.7879 -4.0901 0.0 0.0 0.0 0.00
H 3.9878 1.5391 -3.7008 0.0 0.0 0.0 0.02
H 4.7126 -0.3425 -2.2021 0.0 0.0 0.0 0.00
H 3.1461 -1.3035 -0.5891 0.0 0.0 0.0 0.01
N -0.0580 -4.9511 -1.8344 0.0 0.0 0.0 0.00
C 1.3628 -4.7378 -1.5595 0.0 0.0 0.0 0.00
P 1.5553 -4.0039 0.0990 0.1 0.0 0.0 0.00
O 1.0904 -4.9435 1.1492 0.0 0.0 0.0 0.00
O 0.9902 -2.5904 0.0673 -0.1 0.4 -0.1 0.01
C 3.3763 -3.8204 0.2367 -0.1 0.1 0.0 0.00
N 3.6689 -3.1022 1.4933 0.0 -0.1 0.0 0.00
H -0.5443 -5.2578 -0.9985 0.0 0.0 0.0 0.00
H -0.1996 -5.6461 -2.5539 0.0 0.0 0.0 0.00
H -0.4729 -3.0706 -2.4277 0.0 -0.1 0.1 0.00
H 1.7892 -4.0500 -2.2973 0.0 0.0 0.0 0.00
H 1.9640 -5.6557 -1.5642 0.0 0.0 0.0 0.00
H 3.7628 -3.2551 -0.6138 0.0 0.0 0.0 0.00
H 3.8100 -4.8245 0.2107 0.0 0.0 0.0 0.00
H 4.6461 -3.2071 1.7402 0.0 0.0 0.0 0.00
H 3.1314 -3.5353 2.2416 0.0 0.0 0.0 0.00
H 3.0034 -1.4001 1.5923 0.2 -0.3 -0.1 0.00
C -3.2108 2.0855 1.2695 0.0 0.0 0.0 0.00
C -2.2408 1.8235 2.4160 0.0 0.0 0.1 0.00
Sb -0.3019 2.7135 2.1453 0.1 -0.1 -0.1 0.00
C -0.9856 4.7686 2.0888 0.0 0.0 0.0 0.00
C -1.1222 5.2649 0.6504 0.0 0.0 0.0 0.00
C 0.1989 2.6482 4.2620 0.0 0.0 0.1 0.00
C -0.6082 3.5767 5.1641 0.0 0.0 0.0 0.00
H -4.1901 1.6490 1.4824 0.0 0.0 0.0 0.00
H -2.8457 1.6483 0.3399 0.0 0.0 0.0 0.00
H -3.3618 3.1561 1.1010 0.0 0.0 0.0 0.00
H -2.0712 0.7552 2.5490 0.0 0.0 0.0 0.00
H -2.6313 2.2124 3.3605 0.0 0.0 0.0 0.00
H -0.2680 5.3785 2.6432 0.0 0.0 0.0 0.00
H -1.9377 4.8270 2.6226 0.0 0.0 0.0 0.00
H -0.1653 5.2210 0.1253 0.0 0.0 0.0 0.00
H -1.4783 6.2981 0.6059 0.0 0.0 0.0 0.00
H -1.8173 4.6512 0.0741 0.0 0.0 0.0 0.00
H 1.2680 2.8597 4.3580 0.0 0.0 0.0 0.00
H 0.0455 1.6067 4.5566 0.0 0.0 0.0 0.00
H -0.4370 4.6268 4.9190 0.0 0.0 0.0 0.00
H -0.3546 3.4394 6.2194 0.0 0.0 0.0 0.00
H -1.6800 3.3938 5.0646 0.0 0.0 0.0 0.00
```
Forces are in eV/Å.

Calculated values
Kohn-Sham gap (spin up / spin down): 0.168 / 0.248 hartree
⟨S²⟩: 2.023
multiplicity: 3
E_HOMO (spin up / spin down): -2.548 / -4.750 eV
net charge: -1
ΔE to the lowest compared entry with this formula, charge and spin: 13.8 kcal/mol
E: -4734.2236 a.u.